A cluster of 2 separate species, C23H34F2N3O5S in total at a distorted geometry. Source: the OMol25 dataset; level of theory: wB97M-V/def2-TZVPD.

Last column: natural (NBO) charge in e.
Cartesian coordinates (Å):
C -3.16 1.21 4.11  -0.434
C -3.97 1.75 2.99  -0.182
C -3.39 2.34 1.56  -0.281
N -2.62 1.33 0.73  -0.526
C -1.45 1.89 -0.06  0.674
O -0.51 2.78 0.26  -0.541
C -1.49 1.13 -1.52  -0.138
C -0.52 1.27 -2.85  0.214
N 0.66 2.22 -2.84  -0.649
C 0.76 3.06 -4.09  -0.239
C 2.17 2.79 -4.89  -0.427
C 1.93 2.48 -6.49  -0.632
C -0.93 0.29 -4.14  0.337
F -0.13 0.31 -5.41  -0.330
C -2.23 -0.76 -4.06  0.344
O -2.46 -1.59 -5.27  -0.656
C -3.19 -0.86 -2.70  -0.334
S -4.66 -2.03 -2.66  2.102
O -5.24 -2.06 -4.13  -0.802
O -5.84 -1.58 -1.76  -0.751
F -4.15 -3.67 -2.36  -0.469
C -2.76 0.09 -1.44  -0.057
C -3.43 0.23 0.05  0.662
O -4.41 -0.44 0.67  -0.474
H -3.47 1.43 5.23  0.242
H -2.21 0.56 3.85  0.182
H -5.16 1.74 3.10  0.242
H -2.61 3.19 1.85  0.259
H -4.25 2.86 0.92  0.234
H 1.55 1.72 -2.62  0.397
H 0.78 4.19 -3.74  0.218
H -0.18 2.97 -4.81  0.224
H 2.78 1.89 -4.42  0.195
H 2.89 3.74 -4.78  0.224
H 2.54 3.25 -7.13  0.229
H 0.79 2.61 -6.75  0.215
H 2.21 1.36 -6.68  0.226
H -2.22 -2.54 -4.99  0.507
C 3.49 -0.46 0.00  -0.619
C 2.49 0.47 0.67  -0.424
C 2.26 0.28 2.17  -0.205
N 1.66 -1.08 2.63  -0.219
C 1.05 -0.82 4.03  -0.206
C 0.59 -2.11 4.72  -0.433
C 1.71 -3.12 4.82  -0.404
C 2.32 -3.40 3.45  -0.429
C 2.78 -2.12 2.76  -0.213
C 0.57 -1.53 1.67  -0.420
H 3.08 -1.46 -0.15  0.194
H 3.74 -0.08 -1.00  0.234
H 4.42 -0.53 0.57  0.215
H 1.54 0.44 0.12  0.215
H 2.87 1.49 0.54  0.250
H 1.55 1.05 2.49  0.236
H 3.19 0.43 2.73  0.224
H 1.82 -0.33 4.63  0.226
H 0.20 -0.13 3.90  0.232
H 0.23 -1.86 5.73  0.253
H -0.27 -2.54 4.19  0.214
H 1.34 -4.06 5.25  0.240
H 2.49 -2.75 5.49  0.210
H 1.59 -3.93 2.82  0.212
H 3.17 -4.08 3.57  0.251
H 3.15 -2.36 1.77  0.236
H 3.59 -1.66 3.34  0.223
H 1.02 -1.78 0.71  0.232
H -0.16 -0.72 1.57  0.237
H 0.07 -2.42 2.06  0.237

For the maximum force, the calculation gives 0.176 Eh/bohr. The calculation puts the total energy at -55356.44191 eV. As for the net charge: +1. For the highest occupied orbital energy, the calculation gives -11.3 eV.

An isolated molecule of C26H27BrN6O4 at a distorted geometry. Source: the OMol25 dataset; level of theory: wB97M-V/def2-TZVPD.

Last column: natural (NBO) charge in e.
Cartesian coordinates (Å):
N -1.82 1.09 2.72  -0.806
C -2.45 0.18 1.96  0.682
O -3.15 0.50 1.02  -0.640
C -2.21 -1.28 2.32  -0.500
C -1.45 -1.98 1.17  -0.048
N -2.24 -1.90 -0.04  -0.661
C -2.60 -2.99 -0.75  0.697
O -2.20 -4.11 -0.52  -0.630
C -3.56 -2.66 -1.90  -0.537
C -4.52 -1.58 -1.52  0.065
C -4.34 -0.27 -1.95  -0.238
C -5.18 0.74 -1.53  -0.207
C -6.22 0.43 -0.67  -0.074
Br -7.38 1.81 -0.06  0.046
C -6.44 -0.87 -0.24  -0.228
C -5.58 -1.87 -0.67  -0.228
C -0.08 -1.36 1.00  -0.102
C 1.02 -1.88 1.69  -0.093
C 2.27 -1.34 1.55  -0.295
C 2.52 -0.24 0.71  0.219
N 3.79 0.17 0.46  -0.402
C 4.88 -0.19 1.34  -0.221
C 6.04 0.78 1.12  -0.233
N 6.54 0.64 -0.22  -0.417
C 7.87 0.39 -0.43  0.395
C 8.37 0.05 -1.70  -0.320
C 9.73 -0.15 -1.83  -0.141
C 10.56 -0.01 -0.72  -0.319
C 9.96 0.31 0.48  0.071
N 8.67 0.50 0.63  -0.497
C 5.54 0.40 -1.23  -0.209
C 4.17 0.86 -0.75  -0.221
C 1.38 0.35 0.11  0.009
N 1.40 1.63 -0.50  0.510
O 0.59 1.87 -1.38  -0.388
O 2.17 2.46 -0.05  -0.399
C 0.12 -0.25 0.22  -0.178
H -1.22 0.83 3.49  0.399
H -1.93 2.06 2.50  0.409
H -1.63 -1.36 3.24  0.212
H -3.17 -1.76 2.45  0.245
H -1.34 -3.05 1.40  0.247
H -2.71 -1.02 -0.20  0.443
H -2.95 -2.36 -2.75  0.236
H -4.08 -3.59 -2.16  0.242
H -3.52 -0.03 -2.61  0.218
H -5.03 1.76 -1.85  0.229
H -7.25 -1.09 0.43  0.228
H -5.74 -2.88 -0.33  0.217
H 0.88 -2.74 2.33  0.208
H 3.09 -1.81 2.07  0.222
H 5.23 -1.21 1.14  0.189
H 4.54 -0.12 2.38  0.213
H 5.69 1.81 1.30  0.196
H 6.86 0.57 1.81  0.263
H 7.73 -0.06 -2.55  0.216
H 10.15 -0.40 -2.80  0.216
H 11.62 -0.16 -0.80  0.219
H 10.55 0.42 1.39  0.190
H 5.79 0.96 -2.14  0.211
H 5.50 -0.67 -1.49  0.184
H 3.44 0.64 -1.53  0.215
H 4.18 1.95 -0.60  0.223
H -0.70 0.23 -0.30  0.251

Its SMILES is NC(=O)C[C@@H](NC(=O)Cc1ccc(Br)cc1)c1ccc(N2CCN(c3ccccn3)CC2)c([N+](=O)[O-])c1. For the maximum force, the calculation gives 0.026 Eh/bohr. The calculation puts the total energy at -114572.27029 eV. For the highest occupied orbital energy, the calculation gives -8.1 eV.

An isolated molecule of C3H4NP at a distorted geometry. Source: the OMol25 dataset; level of theory: wB97M-V/def2-TZVPD.

Last column: natural (NBO) charge in e.
Cartesian coordinates (Å):
C -1.28 1.43 0.75  -0.672
P -1.23 0.09 1.70  0.891
N -0.77 -1.41 0.97  -0.752
C -0.05 -1.29 -0.05  0.454
C 0.77 -0.68 -0.91  -0.632
H -0.61 1.45 -0.10  0.182
H -2.41 -0.21 2.34  0.020
H 1.81 -0.85 -1.14  0.258
H 0.43 -0.07 -1.76  0.251

Its SMILES is C#[PH]N=C=C. The calculation puts the energy above the lowest of the compared OMol25 structures with the same formula, charge and spin at 4.250 eV. For the maximum force, the calculation gives 0.056 Eh/bohr. The calculation puts the total energy at -13949.09302 eV. For the highest occupied orbital energy, the calculation gives -8.9 eV.

A structure of composition C17H28BeN2Si at a distorted geometry. Source: the OMol25 dataset; level of theory: wB97M-V/def2-TZVPD.

Last column: natural (NBO) charge in e.
Cartesian coordinates (Å):
C -0.79 2.15 -0.49  -0.289
C 2.52 3.50 -1.24  -0.198
C -0.30 2.26 0.89  -0.683
H -1.63 2.85 -0.64  0.195
C 3.06 2.85 -0.21  -0.176
H 3.17 3.97 -1.98  0.200
H -1.04 2.09 1.69  0.196
H 4.14 2.83 -0.08  0.197
C 0.98 2.76 1.34  -0.421
H 1.01 2.60 2.44  0.215
H 1.04 3.85 1.20  0.168
C 0.24 2.35 -1.61  -0.404
H -0.31 2.39 -2.56  0.205
H 0.91 1.49 -1.67  0.210
C 1.05 3.66 -1.49  -0.460
H 0.62 4.30 -0.72  0.225
H 0.95 4.19 -2.45  0.211
C 2.31 2.08 0.83  -0.456
H 2.98 1.99 1.71  0.205
H 2.14 1.04 0.50  0.209
Be -0.98 -0.06 0.31  1.617
H -1.25 1.06 -0.66  -0.095
C -3.70 0.03 2.60  -0.648
C -3.16 -1.17 1.88  0.295
C -3.70 -2.46 1.96  -0.335
C -3.06 -3.50 1.29  -0.104
C -1.86 -3.29 0.60  -0.330
C -1.39 -1.98 0.55  0.414
N -2.05 -0.95 1.16  -0.772
N -0.30 -1.43 -0.08  -1.349
Si 1.02 -2.13 -0.98  1.809
C 1.96 -3.30 0.12  -1.138
C 0.20 -3.04 -2.40  -1.130
C 2.19 -0.82 -1.64  -1.124
H -2.98 0.36 3.37  0.242
H -3.86 0.88 1.90  0.236
H -4.65 -0.21 3.10  0.221
H -4.62 -2.61 2.54  0.229
H -3.51 -4.49 1.29  0.221
H -1.30 -4.08 0.08  0.233
H 1.28 -3.92 0.73  0.238
H 2.56 -3.97 -0.51  0.236
H 2.63 -2.76 0.80  0.246
H 0.06 -2.36 -3.25  0.242
H 0.84 -3.89 -2.70  0.233
H -0.79 -3.43 -2.09  0.234
H 1.73 -0.19 -2.41  0.240
H 2.61 -0.16 -0.87  0.249
H 3.03 -1.35 -2.11  0.242

The calculation puts the energy above the lowest of the compared OMol25 structures with the same formula, charge and spin at 2.813 eV. For the maximum force, the calculation gives 0.076 Eh/bohr. The calculation puts the total energy at -29342.18981 eV. For the highest occupied orbital energy, the calculation gives -5.5 eV.

A cluster of 2 separate species, C20H22N3O4 in total at a distorted geometry. Source: the OMol25 dataset; level of theory: wB97M-V/def2-TZVPD.

Last column: natural (NBO) charge in e.
Cartesian coordinates (Å):
C -0.88 1.01 4.83  -0.666
C -0.92 -0.50 4.72  0.529
C -0.62 -1.18 6.06  -0.624
O -2.21 -0.98 4.30  -0.526
C -2.58 -0.63 3.02  0.782
O -3.75 -0.56 2.73  -0.534
C -1.48 -0.42 2.04  -0.414
C -1.79 -0.26 0.72  0.051
C -0.87 0.14 -0.31  -0.138
C 0.21 1.05 -0.10  -0.107
C 1.15 1.31 -1.08  -0.107
C 1.04 0.67 -2.35  0.270
N 1.98 0.88 -3.32  -0.444
C 2.94 1.96 -3.21  -0.194
C 3.45 2.08 -1.79  -0.399
C 2.29 2.25 -0.82  -0.416
C 1.76 0.44 -4.68  -0.194
C 1.13 -0.93 -4.71  -0.400
C -0.17 -0.93 -3.90  -0.417
C -0.05 -0.22 -2.59  -0.112
C -1.00 -0.41 -1.60  -0.125
C -0.10 -0.77 2.47  0.780
O 0.83 -0.97 1.71  -0.589
O 0.09 -0.98 3.81  -0.529
H -1.09 1.49 3.87  0.230
H -1.63 1.33 5.56  0.223
H 0.11 1.32 5.18  0.218
H -0.62 -2.26 5.94  0.236
H 0.37 -0.86 6.42  0.212
H -1.37 -0.89 6.80  0.217
H -2.81 -0.52 0.42  0.301
H 0.30 1.54 0.87  0.205
H 3.75 1.74 -3.91  0.194
H 2.47 2.91 -3.53  0.165
H 4.02 1.18 -1.53  0.207
H 4.13 2.93 -1.74  0.204
H 1.93 3.29 -0.87  0.201
H 2.64 2.10 0.21  0.221
H 1.11 1.17 -5.20  0.167
H 2.73 0.44 -5.18  0.193
H 0.93 -1.21 -5.74  0.206
H 1.82 -1.66 -4.28  0.206
H -0.97 -0.47 -4.50  0.205
H -0.48 -1.97 -3.71  0.225
H -1.85 -1.08 -1.77  0.237
N -3.50 -2.48 -0.14  -1.042
C -4.21 -3.27 0.60  0.437
N -4.86 -3.96 1.33  -0.679
H -3.36 -2.90 -1.06  0.334

The calculation puts the energy above the lowest of the compared OMol25 structures with the same formula, charge and spin at 0.000 eV. For the maximum force, the calculation gives 0.052 Eh/bohr. The calculation puts the total energy at -33758.70081 eV. As for the net charge: -1. For the highest occupied orbital energy, the calculation gives -3.1 eV.

An isolated molecule of C6H11NO at a distorted geometry. Source: the OMol25 dataset; level of theory: wB97M-V/def2-TZVPD.

Last column: natural (NBO) charge in e.
Cartesian coordinates (Å):
C 2.53 -0.13 0.48  -0.665
C 1.11 0.26 0.61  0.033
N -0.32 -0.84 0.92  -0.431
C -1.35 -0.10 0.29  0.383
C -1.97 1.11 0.95  -0.648
O -2.28 -0.85 -0.48  -0.703
C 0.08 -0.08 -0.32  -0.028
C 0.36 -0.78 -1.61  -0.633
H 3.17 0.75 0.37  0.240
H 2.86 -0.65 1.39  0.239
H 2.74 -0.81 -0.35  0.226
H 0.92 1.05 1.33  0.207
H -2.78 0.78 1.61  0.223
H -1.24 1.66 1.54  0.216
H -2.39 1.79 0.20  0.204
H -2.75 -0.26 -1.09  0.474
H 0.77 -1.78 -1.45  0.222
H 1.09 -0.21 -2.20  0.209
H -0.55 -0.90 -2.21  0.231

Its SMILES is C[C@@H]1N2[C@](C)(O)[C@@]12C. The calculation puts the energy above the lowest of the compared OMol25 structures with the same formula, charge and spin at 3.720 eV. For the maximum force, the calculation gives 0.058 Eh/bohr. The calculation puts the total energy at -9934.73442 eV. For the highest occupied orbital energy, the calculation gives -8.8 eV.

> What is the maximum force in the third record?

0.056 Eh/bohr